1.
17
Properties=species:S:1:pos:R:3:forces:R:3 method="wB97M-V/def2-TZVPD" gap_ev=12.0 total_charge=+1 lumo_energy_ev=-3.15 e_tot_ev=-6836.408
C -1.37835 -1.99784 1.10347 -0.279 0.977 0.510
O -1.50076 -0.57206 0.83616 0.427 0.298 -0.273
H -2.30735 -2.33475 1.55468 -0.031 -0.275 -0.199
H -0.56377 -2.17497 1.80232 0.133 -0.157 -0.140
H -1.20097 -2.43491 0.13075 -0.015 -0.323 0.042
H -1.69087 -0.04154 1.62011 -0.169 -0.541 0.158
C 0.80710 0.17565 -1.71739 -0.705 0.265 -0.726
N 0.23907 0.97583 -0.59797 0.313 -1.021 1.176
C 1.22612 1.54201 0.37113 0.155 0.089 -0.265
H 0.03721 -0.53416 -2.01795 0.117 -0.104 0.056
H 1.70321 -0.34734 -1.41252 0.089 0.062 0.161
H 0.98172 0.81126 -2.58011 0.330 0.100 0.089
H -0.43014 1.66995 -0.90355 -0.032 0.253 -0.310
H -0.32044 0.29223 -0.01707 -0.267 0.248 -0.245
H 1.75789 2.38811 -0.05236 -0.072 0.051 -0.064
H 0.70264 1.82598 1.27878 -0.033 0.129 -0.027
H 1.93769 0.75654 0.60154 0.039 -0.052 0.056

---

2.
18
Properties=species:S:1:pos:R:3:forces:R:3 method="wB97M-V/def2-TZVPD" gap_ev="3.1 / 8.1" total_charge=0 multiplicity=2 lumo_energy_ev="0.36 / 0.30" e_tot_ev=-8885.598
C -0.81524 0.96896 2.19559 -1.225 -1.979 -0.323
C -0.28404 0.83491 0.83066 1.748 -1.771 0.462
C -0.94290 0.93642 -0.32163 -2.396 1.123 -0.302
N 1.20769 0.76273 0.63638 -0.287 -2.610 3.036
H -0.53070 0.14987 2.84587 0.672 -0.205 0.461
H -0.54796 1.87508 2.63162 0.224 1.911 1.244
H -1.93089 0.80917 2.25931 1.043 0.686 -0.663
H -0.63524 0.71872 -1.25413 1.960 -0.707 -2.776
H -1.99060 0.97759 -0.38536 -1.434 0.367 0.711
H 1.60593 0.44758 1.56985 -0.249 0.835 -1.534
H 1.59484 1.60032 0.31559 1.002 3.201 -0.273
H 1.63119 0.16015 -0.10384 -1.568 -0.652 0.191
H 0.70528 -1.27463 -1.95953 1.221 1.394 0.398
H 2.33616 -0.74240 -2.05225 -3.895 0.523 0.699
O 1.33381 -0.49398 -1.76938 3.305 -1.804 -1.258
H -0.53958 -3.15085 -1.64938 1.554 -1.452 0.320
H -1.57745 -2.30932 -1.81179 -0.127 1.626 -0.403
O -0.62031 -2.27031 -1.97758 -1.548 -0.484 0.010

---

3.
18
Properties=species:S:1:pos:R:3:forces:R:3 method="wB97M-V/def2-TZVPD" gap_ev="4.0 / 8.2" total_charge=0 multiplicity=2 lumo_energy_ev="0.48 / 0.36" e_tot_ev=-8885.894
C -0.53057 1.49522 1.72470 -2.499 0.608 1.370
C -0.37641 0.27453 0.92701 0.934 0.234 -1.052
C -1.24988 -0.75202 0.77675 -2.854 -2.707 -0.340
N 0.52886 0.43163 -0.29426 -0.785 1.407 1.235
H 0.23534 1.61354 2.46918 0.461 0.259 0.410
H -1.55858 1.31592 2.38187 2.414 0.875 -1.801
H -0.54755 2.49411 1.12246 -0.351 -1.302 0.645
H -1.49847 -1.35956 -0.12792 1.177 0.711 -0.051
H -2.02067 -1.15827 1.47968 1.028 1.239 0.054
H 0.93920 1.42283 -0.20393 -0.178 -2.289 -0.606
H 1.14661 -0.38354 -0.27163 0.906 0.632 0.272
H -0.00565 0.32279 -1.17570 -0.245 0.501 -0.095
H 2.07235 -2.48726 0.30926 0.005 -0.755 -0.186
H 3.18171 -1.48187 0.53368 3.600 0.319 -0.483
O 2.29608 -1.62835 0.64011 -3.537 0.326 0.561
H -1.03947 0.32268 -4.01996 -1.464 1.683 -2.733
H -1.11493 -0.42106 -2.86408 -0.608 -1.031 1.425
O -0.45797 -0.02133 -3.40722 1.997 -0.710 1.376

---

4.
19
Properties=species:S:1:pos:R:3:forces:R:3 method="wB97M-V/def2-TZVPD" gap_ev=10.7 total_charge=+1 lumo_energy_ev=-3.31 e_tot_ev=-10930.121
C 0.01134 -0.74464 -1.73116 -0.808 0.369 -0.535
O -1.22475 -1.30216 -2.24764 1.257 -2.646 -2.241
C -0.03588 -1.12136 -0.21920 1.485 -0.574 -1.855
C 1.04777 -0.48507 0.61389 2.457 0.442 -0.008
O 0.75178 -0.87440 1.89397 -3.290 1.008 0.786
N -1.43763 -0.87358 0.25167 -1.075 1.856 1.631
H 0.05470 0.41485 -1.99790 -0.205 -2.393 0.979
H 0.84775 -1.23225 -2.24711 0.055 0.344 0.441
H -0.99415 -2.16577 -2.83262 -0.866 3.184 2.006
H 0.24066 -2.24728 -0.00447 -1.398 1.925 -0.887
H 2.02392 -1.00215 0.30174 -1.227 1.002 -0.096
H 1.22993 0.63750 0.63657 -0.606 -1.208 -0.684
H 1.34399 -1.31894 2.43096 2.310 -1.145 1.096
H -1.42697 -1.17977 1.22675 0.002 0.293 0.398
H -1.85893 0.15774 0.26152 1.577 -2.465 -0.317
H -2.14142 -1.46614 -0.19121 0.342 0.053 -0.690
H -0.07470 5.10391 0.83385 -0.463 0.269 -0.354
H 1.15654 5.13993 1.64486 1.605 1.191 0.734
O 0.48606 4.55959 1.37552 -1.153 -1.506 -0.404